1.
A molecular structure, C12H10I2. Source: the OMol25 dataset; level of theory: ωB97M-V with the def2-TZVPD basis set.

Results
* LUMO: -0.160 eV
* largest force on an atom: 0.6 eV/A
* energy relative to the best compared isomer or geometry (same formula, charge and spin): 0.0 kJ/mol
* E_tot: -28806.811 eV
* 2S+1: 1
* E_HOMO: -8.64 eV

CARTESIAN COORDINATES (ANGSTROEM)
C 1.75156 0.12979 -3.25359
C 2.42606 -0.25553 -2.10723
C 0.43418 0.54720 -3.17253
C 1.78260 -0.23413 -0.88376
C -0.21319 0.57348 -1.95046
C 0.45520 0.17299 -0.79959
C -1.01425 1.29600 2.52021
C -0.26740 1.26963 1.28621
C -1.44696 0.15777 3.06672
C -0.23607 0.17517 0.50640
C -1.09011 -1.15297 2.43418
C -1.02052 -1.01390 0.93065
I -3.11059 -0.70786 0.19365
I -0.29289 -2.87322 0.06664
H 2.25339 0.10654 -4.20924
H 3.45502 -0.57758 -2.16518
H -0.09435 0.85391 -4.06275
H 2.30630 -0.53460 0.01281
H -1.23942 0.90493 -1.88635
H -1.20769 2.25345 2.97792
H 0.25240 2.16254 0.97270
H -1.99333 0.13606 3.99604
H -0.09705 -1.45345 2.80168
H -1.79288 -1.93622 2.72487

Forces on the atoms, in the same order (eV/Å):
C 0.0065 -0.0144 -0.0890
C 0.0899 -0.0126 0.0097
C 0.0079 0.0025 -0.1131
C -0.0445 0.0758 -0.0192
C -0.0020 -0.0018 0.0750
C 0.1052 0.1366 -0.0964
C -0.2407 -0.0801 0.3170
C 0.2088 -0.3197 -0.1938
C 0.1102 0.0879 -0.0007
C 0.0752 0.2983 -0.0242
C -0.1846 -0.0445 0.1453
C -0.2758 -0.5379 -0.1982
I 0.2857 -0.1307 0.0677
I -0.2162 0.3115 0.2564
H 0.0470 0.0027 -0.0864
H 0.0968 -0.0162 -0.0161
H -0.0294 0.0345 -0.0871
H 0.0138 -0.0423 0.0619
H -0.0773 -0.0002 0.0298
H -0.0615 0.0718 0.1289
H 0.0591 0.0635 -0.1078
H -0.0627 0.0902 0.1270
H -0.0130 -0.0143 -0.0938
H 0.1016 0.0394 -0.0931

Mulliken population analysis, charges in e, atoms 1 to 8: C -0.40; C -0.67; C -0.70; C -0.07; C -0.17; C -0.15; C -0.41; C -0.12


2.
C3H9NS2 in the gas phase. Source: the OMol25 dataset; level of theory: ωB97M-V with the def2-TZVPD basis set.

Results
* LUMO: 0.529 eV
* largest force on an atom: 0.6 eV/A
* energy relative to the best compared isomer or geometry (same formula, charge and spin): 0.0 kJ/mol
* E_tot: -26417.677 eV
* 2S+1: 1
* E_HOMO: -9.21 eV

CARTESIAN COORDINATES (ANGSTROEM)
N -0.46761 -0.74846 -1.19855
C 0.60734 -0.15296 -0.38490
C 1.51216 -1.25444 0.14749
C 0.01202 0.68673 0.72712
S -0.92569 2.11704 0.10660
S -2.65240 2.07949 1.22905
H -0.05695 -0.95631 -2.10440
H -1.13762 -0.00737 -1.39223
H 1.21892 0.50379 -1.02134
H 1.77213 -1.90580 -0.68760
H 2.42924 -0.84909 0.58064
H 0.94343 -1.90142 0.81517
H -0.66279 0.06636 1.32297
H 0.77423 1.05577 1.40763
H -3.36642 1.26667 0.45235

Forces on the atoms, in the same order (eV/Å):
N 0.2081 0.3092 0.0281
C 0.1157 0.1987 -0.5046
C -0.3258 -0.1136 -0.4180
C -0.1475 -0.3147 0.4965
S -0.2076 0.0341 0.0459
S 0.3256 0.1935 0.0500
H -0.1709 -0.2601 0.0225
H -0.0917 -0.1013 0.0003
H 0.0867 0.0945 0.1288
H 0.2495 0.0689 -0.0776
H -0.1790 -0.1735 0.1910
H 0.1703 0.1581 0.3764
H -0.0738 0.0834 -0.1201
H 0.2284 0.0089 -0.0494
H -0.1881 -0.1861 -0.1699

Mulliken population analysis, charges in e, atoms 1 to 8: N -0.73; C 0.56; C -1.41; C -0.92; S -0.08; S -0.21; H 0.26; H 0.26